The following is a DFT calculation (wB97M-V/def2-TZVPD) of C12H15Cl2MoN2O2STe4 as an isolated structure.

Each line ends with the natural charge from an NBO analysis.
Geometry (Å):
H1 1.36 2.53 -4.99  0.207
H2 0.91 -1.45 -7.82  0.224
C1 2.70 -4.07 2.28  -0.165
C2 1.42 -1.62 2.23  -0.261
Te1 1.98 3.66 -0.86  0.004
H3 2.89 -0.66 -6.50  0.224
H4 0.57 0.15 3.17  0.176
Mo1 0.33 -0.33 -0.87  0.496
H5 -0.51 3.60 -3.72  0.225
C3 1.49 -2.38 1.05  0.423
Cl1 2.26 -4.57 -0.33  0.059
H6 2.13 0.88 -6.23  0.213
H7 1.58 0.03 -8.51  0.236
O1 0.27 0.18 1.20  -0.575
C4 1.97 -2.09 3.44  -0.150
H8 -1.67 2.97 -4.90  0.223
C5 2.60 -3.30 3.45  -0.063
H9 1.88 -1.50 4.34  0.241
Te2 -1.47 1.59 -1.07  -0.037
C6 0.52 -0.20 -4.28  0.423
H10 -0.47 4.16 -5.39  0.239
C7 0.72 -0.37 2.21  0.449
N1 0.07 1.04 -4.25  -0.603
C8 -0.64 3.29 -4.76  -0.623
C9 1.92 -0.17 -6.40  -0.224
C10 1.08 -0.39 -7.64  -0.621
H11 0.10 0.09 -7.55  0.211
O2 0.96 -1.97 -0.08  -0.688
H12 3.20 -5.03 2.31  0.257
H13 -0.44 1.26 -3.40  0.444
Cl2 3.30 -3.91 4.91  0.053
H14 0.20 1.89 -6.17  0.208
N2 1.31 -0.74 -5.20  -0.552
Te3 2.41 1.01 -1.39  0.194
S1 0.00 -1.31 -3.00  -0.023
C11 0.33 2.19 -5.13  -0.222
Te4 -0.28 3.45 0.55  0.056
C12 2.15 -3.62 1.11  -0.106
H15 1.48 -1.72 -5.04  0.425

Summary:
E_HOMO (alpha / beta)   -10.22 / -10.22 eV
Charge   +1

***

The following is a DFT calculation (wB97M-V/def2-TZVPD) of C3H12NO6Y as an isolated structure at a distorted geometry.

Each line ends with the natural charge from an NBO analysis.
Geometry (Å):
O1 -3.09 2.21 -1.54  -1.245
H1 1.15 -2.51 -0.18  0.107
O2 -1.71 1.31 1.00  -1.248
C1 0.93 -1.43 -0.06  0.558
N1 1.61 -0.86 0.91  -0.403
H2 1.15 1.24 0.38  0.316
Y1 -1.67 0.45 -1.10  2.097
H3 2.72 0.99 1.28  0.167
H4 -1.32 -0.16 -4.09  0.407
H5 -4.01 2.53 -1.64  0.412
H6 1.17 0.85 2.03  0.212
H7 2.55 -2.68 1.56  0.200
C2 2.32 -1.67 1.89  -0.404
H8 -2.79 -2.16 -0.23  0.421
O3 -0.36 2.28 -1.44  -1.216
O4 -2.70 -1.46 -0.91  -1.246
H9 0.62 2.35 -1.48  0.389
H10 1.85 -1.56 2.87  0.193
O5 0.19 -0.80 -0.86  -0.627
H11 -1.89 1.17 1.95  0.413
H12 3.26 -1.13 1.92  0.186
C3 1.70 0.64 1.10  -0.447
O6 -1.67 0.41 -3.37  -1.242

Summary:
Energy above the lowest of the compared OMol25 structures with the same formula, charge and spin   4.04 kJ/mol
E_HOMO   0.64 eV
Charge   -2

***

The following is a DFT calculation (wB97M-V/def2-TZVPD) of a 2-piece molecular cluster, C10H8N2O2P overall at a distorted geometry.

Each line ends with the natural charge from an NBO analysis.
Geometry (Å):
H1 2.31 -0.05 2.32  0.189
C1 1.75 -1.79 3.43  -0.390
O1 2.36 2.12 1.89  -1.056
C2 -1.64 3.34 -1.14  -0.216
C3 0.19 2.08 -2.12  -0.226
C4 1.53 -0.69 2.48  0.049
H2 0.55 1.59 -3.00  0.209
C5 -0.98 2.72 -2.28  -0.194
C6 0.19 2.68 0.21  -0.494
H3 -1.37 2.51 -3.26  0.215
N1 -0.42 -2.52 2.92  -0.553
H4 -2.58 3.96 -1.10  0.219
H5 1.68 1.50 -0.52  0.244
C7 -1.08 3.28 0.10  -0.175
H6 2.64 -2.11 3.94  0.198
P1 0.88 2.39 1.80  2.253
H7 0.73 -3.39 4.44  0.150
H8 -1.59 3.42 1.02  0.246
N2 0.32 -0.43 1.99  -0.578
C8 0.68 -2.57 3.67  0.035
O2 0.12 2.84 2.99  -1.037
C9 -0.54 -1.43 2.12  0.027
C10 0.83 2.01 -0.87  -0.117

Summary:
Energy above the lowest of the compared OMol25 structures with the same formula, charge and spin   297.02 kJ/mol
E_HOMO (alpha / beta)   -1.90 / -1.90 eV
Charge   -1

***

The following is a DFT calculation (wB97M-V/def2-TZVPD) of an isolated molecule of CH2Cl3P at a distorted geometry.

Each line ends with the natural charge from an NBO analysis.
Geometry (Å):
H1 0.26 1.40 -0.29  0.185
Cl1 1.26 1.46 2.11  -0.204
C1 0.36 0.59 0.39  -0.465
Cl2 -0.74 -2.39 0.08  -0.220
Cl3 -0.98 -0.44 -2.28  -0.288
H2 1.26 0.01 0.25  0.197
P1 -1.43 -0.64 -0.26  0.793

Summary:
Structure (SMILES)   ClCP(Cl)Cl
Energy above the lowest of the compared OMol25 structures with the same formula, charge and spin   112.33 kJ/mol
E_HOMO   -9.82 eV

***

The following is a DFT calculation (wB97M-V/def2-TZVPD) of a 2-piece molecular cluster, C6H9N overall.

Each line ends with the natural charge from an NBO analysis.
Geometry (Å):
H1 -1.15 1.63 2.27  0.226
C1 -0.73 0.97 0.29  -0.069
H2 -2.07 0.22 1.77  0.219
H3 1.32 1.64 -2.15  0.211
C2 0.36 -1.74 -0.25  -0.256
H4 0.27 0.23 -2.70  0.210
H5 1.54 0.45 0.09  0.270
C3 -0.34 1.16 -0.88  -0.066
H6 -0.53 -1.92 0.36  0.193
H7 1.84 -2.06 1.34  0.386
H8 -2.51 1.82 1.16  0.226
H9 0.32 -2.18 -1.23  0.199
C4 0.53 0.93 -1.91  -0.528
C5 -1.66 1.17 1.42  -0.674
N1 1.68 -1.76 0.39  -0.600
C6 1.15 -0.55 0.04  0.051

Summary:
Energy above the lowest of the compared OMol25 structures with the same formula, charge and spin   675.12 kJ/mol
E_HOMO (alpha / beta)   -7.21 / -7.21 eV

***

The following is a DFT calculation (wB97M-V/def2-TZVPD) of an isolated molecule of C5H4O3.

Each line ends with the natural charge from an NBO analysis.
Geometry (Å):
C1 -0.24 -1.10 0.81  0.176
C2 0.63 0.24 -0.17  0.420
O1 -0.11 -2.36 0.36  -0.667
C3 0.25 1.53 0.08  -0.432
O2 -2.16 1.82 0.50  -0.531
H1 2.25 0.36 -1.15  0.501
H2 0.82 2.44 0.16  0.231
C4 -1.15 1.21 0.26  0.557
O3 1.69 -0.33 -0.75  -0.640
H3 -1.54 -0.70 -0.94  0.231
H4 0.53 -2.81 0.92  0.496
C5 -0.98 -0.29 -0.09  -0.342

Summary:
Energy above the lowest of the compared OMol25 structures with the same formula, charge and spin   472.95 kJ/mol
E_HOMO   -8.60 eV

***

The following is a DFT calculation (wB97M-V/def2-TZVPD) of C5H7N3 as an isolated structure.

Each line ends with the natural charge from an NBO analysis.
Geometry (Å):
C1 -0.38 -1.23 -2.12  -0.663
H1 -0.26 -0.54 -2.96  0.247
N1 0.74 0.55 -0.73  -0.209
H2 1.10 1.94 2.52  0.210
H3 0.38 -2.00 -2.23  0.235
H4 -1.79 -0.73 1.97  0.358
N2 1.74 0.16 0.33  -0.444
N3 -1.89 -0.67 0.95  -0.614
C2 -0.79 -0.53 0.37  0.275
H5 -1.37 -1.69 -2.17  0.234
H6 -0.67 2.01 1.94  0.218
H7 2.47 0.87 0.28  0.362
C3 0.59 0.68 0.90  0.155
C4 0.34 1.62 1.82  -0.482
C5 -0.21 -0.46 -0.87  0.117

Summary:
Energy above the lowest of the compared OMol25 structures with the same formula, charge and spin   685.21 kJ/mol
E_HOMO (alpha / beta)   -8.05 / -8.05 eV

***

The following is a DFT calculation (wB97M-V/def2-TZVPD) of C14H10Cl3GeN3O3STi as an isolated structure at a distorted geometry.

Each line ends with the Löwdin spin population.
Geometry (Å):
S1 2.57 0.52 2.99  0.194
N1 0.19 -0.86 -0.20  -0.004
C1 -0.09 -2.10 -0.36  0.018
C2 -0.87 -3.65 2.98  0.001
C3 -0.46 -2.67 2.06  0.005
C4 0.86 1.71 -3.45  0.001
H1 0.86 5.47 -2.59  0.000
N2 2.34 -0.36 1.81  -0.011
Cl1 -3.17 4.30 1.95  0.000
C5 0.86 4.41 -2.83  0.000
C6 -1.12 -5.29 1.23  0.003
H2 1.05 2.33 -5.49  0.000
C7 0.76 2.11 -2.12  0.000
H3 1.04 4.74 -4.95  0.000
H4 -0.70 -4.59 -0.74  0.000
Ti1 0.42 0.21 1.69  0.720
H5 0.69 3.77 -0.78  0.000
C8 -0.41 -3.03 0.69  0.005
C9 0.64 1.12 -1.02  0.006
H6 -1.50 -5.66 3.32  0.000
C10 0.97 2.65 -4.46  0.000
H7 0.85 0.65 -3.68  0.000
O1 -0.15 -1.48 2.49  0.003
C11 0.77 3.47 -1.82  0.001
C12 -1.19 -4.93 2.58  0.005
H8 -0.93 -3.37 4.03  0.000
C13 -0.74 -4.34 0.31  0.004
H9 -0.13 -2.47 -1.38  0.000
Ge1 -1.32 3.21 2.62  0.000
H10 -1.37 -6.29 0.91  0.000
C14 0.97 4.01 -4.15  0.001
Cl2 -2.03 2.71 4.69  0.000
O2 1.22 1.24 3.23  0.033
O3 0.77 1.56 0.18  0.008
Cl3 -2.01 0.98 1.62  0.004
N3 0.38 -0.11 -1.35  0.001

Summary:
Energy above the lowest of the compared OMol25 structures with the same formula, charge and spin   47.12 kJ/mol
Spin multiplicity   2
E_HOMO (alpha / beta)   -4.89 / -5.33 eV
Charge   -1